The following is a quantum chemistry calculation of C22H45GeO3PPdSi2Te as an isolated structure, from the OMol25 dataset.

The geometry in XYZ format:
```
76
C22H45GeO3PPdSi2Te wB97M-V/def2-TZVPD
Pd -0.269 -0.029 0.831
C -0.840 0.252 4.282
Si -0.279 -1.012 2.988
C 1.401 -1.689 3.547
C -1.575 -2.387 2.905
C -2.199 -2.901 4.043
C -3.082 -3.965 3.947
C -3.345 -4.530 2.705
C -2.728 -4.025 1.571
C -1.847 -2.948 1.657
Si -0.952 -2.207 0.153
C -2.221 -1.932 -1.233
C 0.211 -3.612 -0.404
H -1.144 -0.293 5.182
H -1.676 0.864 3.949
H -0.021 0.919 4.556
H 1.386 -1.890 4.622
H 2.201 -0.972 3.355
H 1.640 -2.623 3.043
H -2.000 -2.473 5.020
H -3.562 -4.355 4.835
H -4.034 -5.362 2.624
H -2.946 -4.470 0.606
H -2.433 -2.874 -1.746
H -1.858 -1.213 -1.969
H -3.154 -1.536 -0.828
H -0.400 -4.482 -0.659
H 0.895 -3.907 0.392
H 0.815 -3.368 -1.281
C 4.185 -4.118 1.431
C 4.304 -2.604 1.311
C 3.136 -1.995 0.546
C 3.196 -0.483 0.437
Ge 1.724 0.286 -0.629
C 1.368 -0.557 -2.379
C 2.585 -0.385 -3.298
C 3.651 -1.458 -3.110
C 4.814 -1.301 -4.082
H 5.018 -4.543 1.992
H 4.169 -4.587 0.445
H 3.260 -4.397 1.942
H 5.242 -2.341 0.811
H 4.352 -2.154 2.308
H 2.201 -2.269 1.029
H 3.091 -2.442 -0.453
H 4.128 -0.161 -0.047
H 3.182 -0.003 1.419
H 2.004 1.776 -0.889
H 0.498 -0.042 -2.779
H 1.115 -1.613 -2.271
H 3.041 0.603 -3.157
H 2.249 -0.398 -4.340
H 3.190 -2.442 -3.240
H 4.027 -1.430 -2.083
H 4.478 -1.412 -5.115
H 5.590 -2.045 -3.900
H 5.268 -0.313 -3.987
C -2.084 3.603 -3.406
C -2.947 3.263 -2.213
O -2.176 3.381 -0.991
P -1.631 2.047 -0.324
O -0.921 1.145 -1.280
Te -0.181 2.545 1.496
O -2.913 1.220 0.174
C -3.832 1.772 1.130
C -4.808 0.685 1.513
H -2.686 3.592 -4.316
H -1.279 2.876 -3.508
H -1.650 4.596 -3.287
H -3.349 2.250 -2.295
H -3.780 3.957 -2.107
H -4.332 2.636 0.681
H -3.265 2.118 2.001
H -5.350 0.327 0.637
H -5.529 1.066 2.236
H -4.277 -0.157 1.960
```

2S+1 = 1
Gap between HOMO and LUMO = 6.7834 eV
Relative energy (zero: lowest compared OMol25 entry of this formula, charge and spin) = 3.5 kcal per mole

=====

The following is a quantum chemistry calculation of C4H5CdO3 as an isolated structure at a distorted geometry, from the OMol25 dataset.

The geometry in XYZ format:
```
13
C4H5CdO3 wB97M-V/def2-TZVPD
O -0.120 -1.467 -0.154
C -0.175 -0.404 0.668
O -0.737 -0.659 1.796
Cd -0.650 1.170 2.656
O 1.081 0.766 1.047
C -0.060 1.030 0.198
H 0.233 1.181 -0.851
C 0.697 -1.441 -1.314
H 0.157 -1.004 -2.166
H 1.624 -0.881 -1.134
H 0.944 -2.484 -1.535
C -1.148 1.886 0.763
H -1.846 2.306 0.026
```

2S+1 = 2
Gap between HOMO and LUMO (alpha / beta) = 6.1409 / 7.2687 eV

=====

The following is a quantum chemistry calculation of C29H24BrCrN3O6 as an isolated structure at a distorted geometry, from the OMol25 dataset.

The geometry in XYZ format:
```
64
C29H24BrCrN3O6 wB97M-V/def2-TZVPD
Cr -0.098 -0.612 0.708
O 3.172 -0.931 2.547
C 2.959 0.384 2.824
C 3.220 0.798 4.127
C 3.041 2.118 4.492
C 2.595 3.046 3.559
C 2.328 2.631 2.267
C 2.496 1.307 1.878
C 2.218 0.883 0.443
O 1.702 -0.426 0.363
N 1.279 1.783 -0.231
N -0.001 1.349 -0.240
C -0.929 2.050 -0.765
C -2.310 1.612 -0.772
Br -2.618 -0.178 -0.156
C -3.364 2.320 -1.182
C -3.323 3.733 -1.588
C -2.630 4.688 -0.843
C -2.619 6.015 -1.245
C -3.300 6.399 -2.391
C -4.010 5.458 -3.125
C -4.034 4.135 -2.721
H 2.801 -1.119 1.671
H 3.564 0.055 4.834
H 3.250 2.424 5.509
H 2.456 4.082 3.837
H 1.962 3.345 1.540
H 3.145 0.911 -0.140
H 1.589 2.315 -1.029
H -0.717 3.014 -1.220
H -4.330 1.829 -1.226
H -2.135 4.399 0.077
H -2.091 6.752 -0.655
H -3.293 7.435 -2.703
H -4.554 5.759 -4.010
H -4.596 3.404 -3.288
C 0.096 -5.174 -0.903
C -0.965 -4.725 -0.131
C -0.975 -3.408 0.279
N -0.003 -2.546 -0.051
C 1.022 -2.980 -0.797
C 1.105 -4.286 -1.237
H 0.135 -6.203 -1.234
H -1.770 -5.384 0.159
H -1.762 -3.024 0.915
H 1.780 -2.244 -1.025
H 1.953 -4.596 -1.831
O -0.331 0.773 2.401
C -0.495 -0.277 3.059
O -0.605 -1.376 2.348
C -0.512 -0.342 4.513
C -0.658 -1.565 5.157
C -0.635 -1.649 6.547
C -0.454 -0.471 7.232
O -0.388 -0.294 8.570
C -0.180 1.106 8.790
O -0.127 1.739 7.512
C -0.300 0.753 6.586
C -0.322 0.858 5.227
H -0.784 -2.460 4.565
H -0.745 -2.590 7.066
H 0.767 1.250 9.311
H -1.017 1.507 9.363
H -0.181 1.795 4.708
```

2S+1 = 4
Gap between HOMO and LUMO (alpha / beta) = 7.1045 / 7.2401 eV
Relative energy (zero: lowest compared OMol25 entry of this formula, charge and spin) = 2.1 kcal per mole
Total charge = +1

=====

The following is a quantum chemistry calculation of one molecule with the formula C20H28N2O4S at a distorted geometry, from the OMol25 dataset.

The geometry in XYZ format:
```
55
C20H28N2O4S wB97M-V/def2-TZVPD
C -4.135 -4.296 0.662
C -2.522 -4.126 0.663
C -2.095 -2.612 0.244
C -0.684 -2.558 0.342
C -0.229 -1.333 -0.149
O 0.703 -0.987 -0.537
O -1.223 -0.314 0.554
C -0.668 1.100 0.325
C 0.476 1.549 0.925
C 0.524 2.878 0.851
N -0.680 3.469 0.250
N -1.412 2.248 -0.129
C -2.584 2.002 -0.808
C -3.638 1.715 0.303
H -3.709 2.215 1.041
H -4.708 1.613 -0.083
H -3.387 0.441 0.593
C -2.561 1.280 -1.884
H -1.619 1.800 -2.672
H -3.492 1.444 -2.393
H -2.382 0.287 -1.814
C -3.037 3.730 -0.892
H -2.946 4.359 -0.093
H -2.220 4.086 -1.535
H -3.887 3.861 -1.783
C 1.577 3.934 1.311
H 1.004 4.626 1.670
H 2.119 3.633 2.090
H 2.076 4.158 0.614
S 1.696 0.431 1.953
O 2.298 1.366 2.866
O 0.898 -0.728 2.173
C 2.964 0.027 0.739
C 3.375 -1.439 0.708
C 4.379 -1.742 -0.133
C 5.005 -0.544 -0.975
C 4.506 0.564 -1.174
C 3.465 0.949 0.129
H 3.069 1.982 -0.107
H 4.785 1.415 -1.584
C 6.123 -1.225 -1.809
H 5.461 -1.386 -2.677
H 6.615 -0.358 -2.141
H 6.571 -2.122 -1.551
H 4.674 -2.630 -0.208
H 3.107 -2.082 1.400
H -0.133 -3.357 -0.217
H -0.284 -2.819 1.442
H -2.553 -2.411 -0.856
H -2.876 -1.918 0.978
H -2.158 -4.789 -0.038
H -2.321 -4.274 1.636
H -4.346 -4.056 -0.537
H -4.627 -3.683 1.339
H -4.351 -5.375 0.978
```

2S+1 = 1
Gap between HOMO and LUMO = 9.2058 eV
Relative energy (zero: lowest compared OMol25 entry of this formula, charge and spin) = 461.5 kcal per mole